{"formula": "C68H119N17", "method": "ωB97M-V/def2-TZVPD", "species": ["C", "C", "C", "C", "N", "H", "H", "H", "H", "H", "H", "H", "C", "C", "C", "C", "N", "H", "H", "H", "H", "H", "H", "H", "C", "C", "C", "C", "N", "H", "H", "H", "H", "H", "H", "H", "C", "C", "C", "C", "N", "H", "H", "H", "H", "H", "H", "H", "C", "C", "C", "C", "N", "H", "H", "H", "H", "H", "H", "H", "C", "C", "C", "C", "N", "H", "H", "H", "H", "H", "H", "H", "C", "C", "C", "C", "N", "H", "H", "H", "H", "H", "H", "H", "C", "C", "C", "C", "N", "H", "H", "H", "H", "H", "H", "H", "C", "C", "C", "C", "N", "H", "H", "H", "H", "H", "H", "H", "C", "C", "C", "C", "N", "H", "H", "H", "H", "H", "H", "H", "C", "C", "C", "C", "N", "H", "H", "H", "H", "H", "H", "H", "C", "C", "C", "C", "N", "H", "H", "H", "H", "H", "H", "H", "C", "C", "C", "C", "N", "H", "H", "H", "H", "H", "H", "H", "C", "C", "C", "C", "N", "H", "H", "H", "H", "H", "H", "H", "C", "C", "C", "C", "N", "H", "H", "H", "H", "H", "H", "H", "C", "C", "C", "C", "N", "H", "H", "H", "H", "H", "H", "H", "C", "C", "C", "C", "N", "H", "H", "H", "H", "H", "H", "H"], "coordinates": [[-2.67, 6.46, -0.65], [-2.82, 7.76, 0.12], [-1.50, 8.49, 0.14], [-0.89, 8.91, -1.16], [-0.40, 9.23, -2.14], [-2.31, 6.70, -1.65], [-3.62, 5.93, -0.68], [-1.98, 5.80, -0.11], [-3.22, 7.70, 1.13], [-3.57, 8.41, -0.33], [-0.77, 7.88, 0.67], [-1.64, 9.38, 0.76], [-1.81, 0.96, 4.50], [-0.78, 1.10, 5.65], [-1.36, 1.42, 7.01], [-2.00, 2.75, 7.12], [-2.50, 3.80, 7.17], [-2.44, 1.84, 4.49], [-2.54, 0.16, 4.63], [-1.37, 0.84, 3.51], [-0.08, 1.90, 5.43], [-0.14, 0.22, 5.77], [-0.61, 1.39, 7.80], [-2.12, 0.71, 7.33], [-3.45, -1.67, -1.13], [-2.98, -2.51, -2.31], [-3.01, -1.80, -3.68], [-2.19, -0.57, -3.76], [-1.51, 0.37, -3.87], [-2.97, -0.70, -1.09], [-3.30, -2.21, -0.20], [-4.53, -1.49, -1.12], [-3.64, -3.36, -2.44], [-1.99, -2.90, -2.10], [-4.00, -1.43, -3.96], [-2.63, -2.46, -4.45], [4.75, -0.54, -8.20], [5.06, -1.80, -7.38], [5.75, -1.47, -6.07], [5.07, -0.60, -5.18], [4.56, 0.07, -4.40], [5.65, 0.07, -8.26], [4.00, 0.13, -7.80], [4.49, -0.76, -9.24], [5.59, -2.58, -7.93], [4.09, -2.26, -7.17], [6.63, -0.86, -6.28], [6.13, -2.38, -5.61], [4.76, 0.40, 1.46], [6.10, 0.20, 2.30], [6.59, -1.24, 2.27], [5.60, -2.29, 2.69], [4.79, -3.10, 2.94], [4.97, 0.14, 0.42], [4.41, 1.43, 1.39], [3.94, -0.26, 1.74], [5.85, 0.45, 3.34], [6.89, 0.88, 1.98], [7.41, -1.27, 2.99], [6.99, -1.49, 1.29], [1.90, 3.96, 3.52], [0.69, 4.91, 3.38], [0.70, 5.50, 1.93], [1.77, 6.47, 1.74], [2.64, 7.26, 1.62], [1.99, 3.22, 2.72], [1.73, 3.35, 4.41], [2.85, 4.49, 3.54], [0.67, 5.72, 4.11], [-0.28, 4.42, 3.46], [-0.25, 5.97, 1.67], [0.90, 4.66, 1.26], [-0.11, -4.68, -4.16], [-1.19, -5.55, -3.58], [-0.61, -6.75, -2.83], [0.39, -6.36, -1.81], [1.19, -6.01, -1.01], [-0.47, -4.00, -4.93], [0.70, -5.29, -4.56], [0.39, -4.19, -3.33], [-1.91, -5.86, -4.34], [-1.77, -4.92, -2.90], [-0.17, -7.46, -3.53], [-1.44, -7.25, -2.33], [6.12, -2.85, -1.75], [4.66, -2.84, -1.32], [3.76, -3.89, -1.96], [3.82, -3.79, -3.43], [3.88, -3.74, -4.59], [6.65, -3.75, -1.42], [6.61, -2.02, -1.21], [6.24, -2.71, -2.82], [4.28, -1.85, -1.55], [4.61, -2.95, -0.24], [2.71, -3.80, -1.68], [4.11, -4.91, -1.81], [-3.71, 2.75, -2.51], [-4.87, 1.95, -1.93], [-6.27, 2.67, -2.12], [-6.18, 4.07, -1.76], [-6.10, 5.19, -1.48], [-3.60, 3.79, -2.19], [-3.83, 2.73, -3.59], [-2.77, 2.22, -2.35], [-4.63, 1.74, -0.89], [-4.89, 0.95, -2.35], [-7.01, 2.32, -1.40], [-6.73, 2.55, -3.10], [1.25, -1.54, -5.64], [0.93, -0.86, -6.99], [-0.53, -1.01, -7.44], [-0.92, -2.45, -7.57], [-1.21, -3.59, -7.72], [0.44, -1.50, -4.90], [2.14, -1.17, -5.14], [1.50, -2.59, -5.74], [1.69, -1.19, -7.70], [1.10, 0.21, -6.93], [-0.59, -0.54, -8.42], [-1.21, -0.45, -6.80], [0.05, 4.07, -2.07], [1.17, 4.83, -2.82], [2.56, 4.17, -2.65], [2.88, 3.98, -1.23], [3.13, 3.82, -0.13], [-0.89, 4.59, -2.29], [0.21, 4.16, -0.99], [-0.05, 3.03, -2.35], [1.18, 5.90, -2.63], [0.88, 4.78, -3.87], [3.33, 4.68, -3.22], [2.62, 3.15, -3.02], [-3.02, -5.58, 1.14], [-4.12, -6.42, 0.50], [-4.58, -5.86, -0.82], [-5.45, -4.68, -0.66], [-6.08, -3.73, -0.47], [-3.29, -4.53, 1.17], [-2.06, -5.70, 0.64], [-2.83, -5.93, 2.16], [-4.92, -6.51, 1.24], [-3.77, -7.45, 0.43], [-5.00, -6.58, -1.53], [-3.71, -5.47, -1.34], [-0.04, -3.02, 3.32], [1.26, -2.93, 2.49], [1.62, -4.09, 1.53], [1.86, -5.39, 2.15], [2.08, -6.41, 2.65], [-0.18, -2.10, 3.89], [0.00, -3.79, 4.09], [-0.86, -3.17, 2.61], [2.13, -2.83, 3.13], [1.21, -2.07, 1.83], [2.52, -3.84, 0.97], [0.81, -4.26, 0.82], [1.46, -1.34, -0.94], [0.33, -0.47, -0.36], [0.93, 0.84, 0.10], [-0.07, 1.73, 0.75], [-0.83, 2.43, 1.28], [2.24, -1.51, -0.20], [1.99, -0.90, -1.79], [1.13, -2.34, -1.22], [-0.25, -0.97, 0.41], [-0.41, -0.25, -1.13], [1.24, 1.48, -0.73], [1.81, 0.69, 0.73], [3.35, -2.79, 6.91], [3.84, -1.36, 7.11], [3.96, -0.52, 5.78], [2.81, -0.40, 4.86], [1.94, -0.30, 4.09], [3.11, -3.32, 7.83], [4.17, -3.33, 6.42], [2.51, -2.70, 6.23], [4.84, -1.39, 7.56], [3.19, -0.80, 7.79], [4.83, -0.87, 5.23], [4.09, 0.52, 6.08], [-4.31, -1.10, 2.54], [-4.18, -2.47, 3.22], [-5.44, -3.25, 3.09], [-6.62, -2.67, 3.72], [-7.51, -2.16, 4.23], [-5.02, -0.44, 3.05], [-4.59, -1.07, 1.49], [-3.39, -0.53, 2.55], [-4.00, -2.34, 4.29], [-3.35, -3.02, 2.77], [-5.26, -4.25, 3.51], [-5.73, -3.34, 2.05], [-3.30, 4.60, 2.73], [-3.75, 5.43, 3.93], [-2.54, 6.09, 4.72], [-1.86, 7.10, 3.91], [-1.35, 7.91, 3.27], [-2.76, 5.15, 1.96], [-4.19, 4.29, 2.19], [-2.83, 3.67, 3.02], [-4.21, 4.79, 4.69], [-4.51, 6.16, 3.66], [-1.80, 5.36, 5.04], [-2.87, 6.53, 5.66]], "mulliken_charge": [-0.32, -0.60, 0.39, 0.03, -0.52, 0.60, 0.00, -0.23, 0.19, 0.47, -0.41, 0.47, -0.62, 0.39, -0.80, 0.28, -0.51, 0.25, 0.27, -0.03, -0.15, 0.10, 0.38, 0.35, -0.96, 0.76, -1.00, 0.19, -0.55, 0.28, -0.10, 0.55, 0.22, -0.35, 0.52, 0.41, -1.31, -0.24, -0.54, 0.29, -0.49, 0.42, 0.26, 0.38, 0.40, 0.10, 0.54, 0.24, -0.48, -0.60, -0.48, 0.25, -0.47, 0.22, 0.39, -0.15, 0.23, 0.37, 0.38, 0.31, -1.35, 0.20, 2.90, -0.01, -0.66, 0.06, 0.48, 0.41, 0.55, -0.37, -1.36, -1.07, -0.50, 0.66, -0.77, 0.25, -0.45, -0.06, 0.52, -0.16, 0.49, -0.72, 0.41, 0.40, -1.47, 0.64, 1.26, -0.16, -0.52, 0.40, 0.37, 0.18, -0.15, -0.13, -0.90, 0.58, -0.53, 0.11, -0.64, 0.26, -0.47, 0.08, 0.33, -0.03, 0.25, -0.05, 0.34, 0.34, -0.13, -0.61, -0.33, 0.24, -0.52, -0.17, -0.08, 0.36, 0.31, 0.34, 0.37, 0.22, 0.30, -0.85, -0.28, 0.11, -0.41, 0.18, -0.51, 0.17, 0.36, 0.39, 0.42, 0.18, -0.45, -0.97, 0.80, 0.17, -0.58, -0.26, 0.28, 0.48, 0.39, 0.45, 0.47, -0.71, -1.17, 1.13, 1.12, -0.10, -0.66, -0.01, 0.55, 0.12, 0.05, -0.68, -0.59, 0.10, -1.21, 0.03, 0.84, -0.32, -0.42, -0.15, 0.86, -0.06, 0.44, 0.33, 0.12, -0.55, -0.85, -0.70, -0.37, 0.30, -0.17, 0.37, 0.30, 0.08, 0.35, 0.34, -0.04, 0.43, -1.14, 0.78, -0.06, -0.03, -0.47, 0.52, 0.35, 0.03, 0.46, -0.73, 0.49, -0.16, -0.01, -0.75, 0.02, -0.02, -0.45, -0.31, 0.61, -0.25, 0.44, 0.36, -0.06, 0.49], "total_charge": 0, "total_energy_ev": -97774.256, "homo_lumo_gap_ev": 10.552, "mol_weight_g_mol": 1174.819}